# 1
ORCA calculation (wB97M-V/def2-TZVPD) on a 2-piece molecular cluster, C5H14N2O2 overall at a distorted geometry.

Last column: Löwdin charge in e.
CARTESIAN COORDINATES (ANGSTROEM)
C (-3.2709, -0.1816, -0.9219)  -0.1082
C (-1.9293, -0.6385, -0.3702)  -0.2866
C (-1.5003, 0.0699, 0.8527)  -0.2505
C (-0.0887, -0.2378, 1.2308)  -0.1950
N (0.9939, 0.1064, 0.3657)  -0.1787
C (1.1255, 1.4503, -0.2220)  -0.0291
N (1.6958, -0.7926, -0.3613)  -0.0660
O (1.7423, -1.9315, 0.0481)  -0.0505
H (-4.0466, -0.1549, -0.1307)  0.0798
H (-3.2891, 0.8143, -1.2686)  0.0507
H (-3.7059, -0.8493, -1.6894)  0.0799
H (-1.9446, -1.6828, -0.1019)  0.1046
H (-1.1277, -0.6337, -1.1973)  0.1346
H (-1.6517, 1.1358, 0.6661)  0.1144
H (-2.2732, -0.0357, 1.5482)  0.1033
H (-0.0983, -1.3176, 1.4862)  0.1265
H (0.0496, 0.3157, 2.2080)  0.1390
H (1.0134, 2.2365, 0.5195)  0.0914
H (2.1272, 1.5023, -0.6719)  0.0855
H (0.4722, 1.5206, -1.0583)  0.0673
O (4.9801, 0.0531, -0.3603)  -0.0856
H (4.7914, -0.8857, -0.1278)  0.0470
H (5.9349, 0.1368, -0.4439)  0.0262

Properties
Energy relative to the best compared isomer or geometry (same formula, charge and spin) in eV: 3.901
SMILES: CCCCN(C)N=O.O
Frontier orbital gap in eV: 9.94
Energy in eV: -12484.4269
Multiplicity: 1

# 2
ORCA calculation (wB97M-V/def2-TZVPD) on a 2-piece molecular cluster, C6H8FN3O5 overall at a distorted geometry.

Last column: Löwdin charge in e.
CARTESIAN COORDINATES (ANGSTROEM)
C (-0.7682, -0.3827, 2.7991)  0.0317
N (-0.4422, -0.7991, 1.4227)  0.0286
C (0.6545, -1.5975, 1.1647)  -0.4977
O (1.4660, -2.0898, 1.8844)  0.1675
O (0.9236, -1.8707, -0.1371)  0.1329
N (0.0597, -1.5224, -1.2086)  -0.1726
O (0.4170, -1.6959, -2.3879)  0.0548
C (-0.9998, -0.8370, -0.8919)  -0.1705
F (-1.8183, -0.6160, -1.9319)  0.1439
C (-1.4497, -0.5339, 0.5133)  -0.3586
O (-2.5335, -0.0999, 0.7867)  0.1537
H (-1.7383, -0.9483, 3.1335)  0.1448
H (0.1021, -0.6203, 3.4089)  0.0969
H (-0.9439, 0.6408, 2.6693)  0.0779
C (1.9081, 1.0323, -0.5000)  -0.0967
N (0.5257, 1.2312, -0.7072)  -0.0146
C (0.0633, 1.6233, -1.7606)  -0.3398
O (-1.2309, 1.9229, -1.7445)  0.0465
H (2.4803, 1.7205, -1.0774)  0.0666
H (1.9837, 1.2679, 0.6571)  0.1285
H (2.1575, 0.0012, -0.7747)  0.0780
H (0.5389, 1.7448, -2.6948)  0.1403
H (-1.3557, 2.4286, -2.6233)  0.1579

Properties
Energy relative to the best compared isomer or geometry (same formula, charge and spin) in eV: 1.738
SMILES: Cn1c(=O)o[n+]([O-])c(F)c1=O.C/N=C/O
Frontier orbital gap (spin up / spin down) in eV: 9.15 / 9.16
Energy in eV: -23771.9216
Multiplicity: 1

# 3
ORCA calculation (wB97M-V/def2-TZVPD) on a 4-piece molecular cluster, C25H74FN9O9P7 overall at a distorted geometry.

Last column: Löwdin charge in e.
CARTESIAN COORDINATES (ANGSTROEM)
C (3.8656, -2.4923, 4.6301)  -0.1716
C (3.8081, -1.4112, 3.3977)  -0.2599
C (2.2092, -1.3712, 2.9075)  -0.2561
C (1.8184, -0.0104, 2.0839)  -0.2426
C (1.5181, 1.3113, 2.9944)  -0.3299
P (0.8701, 0.9843, 4.7559)  0.4146
P (1.6635, 2.8656, 5.5620)  0.6535
O (3.2576, 2.8119, 5.7967)  -0.6336
O (-0.5576, 1.9470, 4.3208)  -0.3891
C (-1.6275, 1.9353, 5.3616)  -0.2681
F (-1.7558, 3.1513, 6.2367)  -0.1270
C (-1.2376, 0.7470, 6.4190)  -0.5310
P (-2.0668, -0.9689, 6.3023)  0.8324
P (-3.2869, -1.2103, 4.5125)  0.4855
O (-3.0253, -2.6847, 3.9419)  -0.4566
O (-4.9682, -1.1073, 5.0330)  -0.2880
O (-2.9285, -0.0968, 3.2171)  -0.2692
O (0.2618, 0.6888, 6.3986)  -0.4835
H (2.9666, -2.2462, 5.3430)  0.0665
H (3.7356, -3.6216, 4.2793)  0.0800
H (4.8549, -2.4190, 5.2567)  0.0660
H (4.4450, -1.8755, 2.5024)  0.1013
H (4.2403, -0.3523, 3.6410)  0.1053
H (2.1291, -2.2652, 2.1206)  0.1096
H (1.4775, -1.6583, 3.7781)  0.0817
H (2.7698, 0.2530, 1.4136)  0.1046
H (0.9709, -0.2912, 1.3106)  0.0949
H (0.6655, 1.9287, 2.4319)  0.0918
H (2.4327, 2.0733, 3.0734)  0.0797
H (0.0015, -0.1450, 4.4383)  0.0143
H (1.9998, 0.1846, 5.2385)  0.0364
H (1.0806, 3.1779, 6.8743)  -0.0082
H (1.3789, 4.0281, 4.7302)  -0.0125
H (-2.7331, 1.8415, 4.9546)  0.1435
H (-1.4901, 1.0970, 7.5295)  0.1278
H (-3.0052, -1.0513, 7.4279)  -0.0702
H (-5.3126, -0.2348, 4.6427)  0.0759
H (-1.9316, -0.0132, 3.1654)  0.0611
O (-0.6977, 0.2509, -0.9319)  -0.3069
P (-1.6525, 0.4730, -2.1303)  0.7448
N (-0.6203, 1.6560, -2.8197)  -0.3529
C (-0.1814, 2.8170, -2.0542)  -0.1178
C (0.5660, 1.0500, -3.4424)  -0.1435
N (-2.9157, 1.1489, -1.2197)  -0.3257
C (-3.2938, 2.5487, -1.1954)  -0.1311
C (-3.1754, 0.5522, 0.0899)  -0.1461
N (-2.7503, 0.7285, -3.5080)  -0.2941
C (-3.1777, -0.5603, -4.0571)  -0.1553
C (-2.5549, 1.6757, -4.6014)  -0.1362
H (0.4975, 3.4435, -2.6450)  0.0800
H (0.3378, 2.5391, -1.1318)  0.0861
H (-1.0132, 3.4726, -1.8057)  0.0536
H (0.2763, 0.1959, -4.0642)  0.0715
H (1.2812, 0.6930, -2.6933)  0.0806
H (1.0720, 1.7628, -4.1021)  0.0778
H (-2.6817, 3.1225, -0.4937)  0.0831
H (-4.3407, 2.6582, -0.8872)  0.0801
H (-3.2315, 3.0188, -2.1790)  0.0640
H (-2.4869, 0.9401, 0.8492)  0.0688
H (-3.0642, -0.5359, 0.0481)  0.0757
H (-4.2021, 0.7471, 0.4223)  0.0805
H (-2.3607, -1.0419, -4.6054)  0.0777
H (-4.0383, -0.4498, -4.7253)  0.0770
H (-3.4874, -1.2330, -3.2506)  0.0690
H (-1.7238, 1.3880, -5.2542)  0.0779
H (-2.3878, 2.6952, -4.2410)  0.0714
H (-3.4575, 1.7358, -5.2211)  0.0839
O (4.1694, 4.4310, 1.5857)  -0.3040
P (5.5200, 5.0633, 1.1695)  0.7421
N (5.3771, 4.4761, -0.4351)  -0.3538
C (5.1578, 3.0602, -0.7068)  -0.1195
C (4.3925, 5.2436, -1.2122)  -0.1464
N (6.4840, 4.0704, 2.1526)  -0.3288
C (7.3287, 2.9833, 1.6969)  -0.1338
C (5.9639, 3.7574, 3.4830)  -0.1335
N (7.0727, 5.7903, 0.6911)  -0.2966
C (7.1494, 7.1733, 1.1673)  -0.1589
C (7.6972, 5.7000, -0.6253)  -0.1395
H (5.0589, 2.8774, -1.7834)  0.0800
H (4.2579, 2.6741, -0.2182)  0.0830
H (6.0097, 2.4558, -0.4029)  0.0534
H (4.5487, 6.3185, -1.0706)  0.0701
H (3.3653, 5.0108, -0.9106)  0.0777
H (4.4983, 5.0482, -2.2846)  0.0766
H (6.7636, 2.0552, 1.5716)  0.0808
H (8.1281, 2.7884, 2.4221)  0.0800
H (7.8389, 3.2112, 0.7587)  0.0625
H (5.2412, 2.9345, 3.4459)  0.0727
H (5.4694, 4.6306, 3.9202)  0.0748
H (6.7698, 3.4790, 4.1727)  0.0814
H (6.4930, 7.8255, 0.5810)  0.0719
H (8.1723, 7.5615, 1.1191)  0.0759
H (6.8374, 7.2321, 2.2152)  0.0774
H (7.1441, 6.2627, -1.3849)  0.0759
H (7.8087, 4.6644, -0.9604)  0.0710
H (8.7172, 6.1014, -0.5929)  0.0826
O (-3.6794, -4.8801, -5.4148)  -0.3229
P (-4.4986, -5.2508, -4.1544)  0.7371
N (-3.7229, -6.7737, -4.0159)  -0.3551
C (-3.6957, -7.7139, -5.1304)  -0.1252
C (-2.3519, -6.6437, -3.5002)  -0.1396
N (-5.9978, -5.3428, -4.9454)  -0.3289
C (-6.7200, -6.5597, -5.2625)  -0.1334
C (-6.2615, -4.3384, -5.9750)  -0.1458
N (-5.4404, -5.6769, -2.7053)  -0.2917
C (-5.4517, -4.5548, -1.7639)  -0.1465
C (-5.3552, -6.9290, -1.9596)  -0.1299
H (-3.1293, -8.6159, -4.8697)  0.0823
H (-3.2446, -7.2844, -6.0302)  0.0831
H (-4.6917, -8.0764, -5.3749)  0.0516
H (-2.3327, -5.9766, -2.6316)  0.0765
H (-1.6708, -6.2336, -4.2540)  0.0800
H (-1.9645, -7.6111, -3.1634)  0.0809
H (-6.3690, -7.0086, -6.1961)  0.0788
H (-7.7907, -6.3515, -5.3778)  0.0809
H (-6.6547, -7.3071, -4.4691)  0.0665
H (-5.7971, -4.6128, -6.9289)  0.0772
H (-5.8722, -3.3616, -5.6710)  0.0672
H (-7.3376, -4.2066, -6.1395)  0.0779
H (-4.4759, -4.4416, -1.2790)  0.0813
H (-6.2196, -4.6811, -0.9934)  0.0824
H (-5.6798, -3.6212, -2.2884)  0.0743
H (-4.4020, -7.0306, -1.4297)  0.0829
H (-5.5009, -7.8034, -2.6009)  0.0712
H (-6.1568, -6.9849, -1.2133)  0.0883

Properties
Total charge: -1
Frontier orbital gap in eV: 5.14
Energy in eV: -126691.1969
Multiplicity: 1

# 4
ORCA calculation (wB97M-V/def2-TZVPD) on C46H43AsF5MnN2O4PSi2 as an isolated structure.

Last column: Löwdin charge in e.
CARTESIAN COORDINATES (ANGSTROEM)
Mn (1.3962, -0.3023, -0.7349)  0.4696
O (3.9948, 2.1797, -0.6946)  0.0865
C (3.0220, 1.6121, -1.1540)  -0.5885
O (2.9780, 0.3999, -1.6063)  -0.1000
C (1.6708, 2.3636, -1.2930)  -0.1825
C (1.7793, 3.3028, -2.5404)  0.0137
C (-0.0903, 4.3916, -2.8652)  -0.0655
C (-1.2742, 4.2905, -1.9748)  -0.0233
C (-1.5837, 3.1509, -1.3627)  -0.0558
C (-0.9792, 1.8227, -1.6659)  -0.3760
P (-2.0547, 0.3464, -1.4038)  1.1336
C (-2.0676, 0.2028, 0.4146)  -0.4247
C (-1.6495, 1.2716, 1.1765)  -0.0242
C (-1.9896, 0.5143, 3.5477)  -0.0594
C (-2.7295, -0.6024, 3.3606)  -0.1034
C (-2.8256, -1.3998, 2.2062)  -0.1099
C (-2.5007, -1.0356, 0.8976)  -0.1459
C (-3.6978, 1.0777, -1.7574)  -0.3598
C (-4.6925, 1.2757, -0.8045)  -0.0851
C (-5.9136, 1.8278, -1.1658)  -0.0944
C (-6.1530, 2.1985, -2.4810)  -0.1083
C (-5.1683, 2.0001, -3.4401)  -0.0942
C (-3.9569, 1.4327, -3.0816)  -0.0996
H (2.7411, 3.2792, -3.0469)  0.1844
H (-0.2067, 5.0852, -3.6979)  0.1580
H (-1.8162, 5.1971, -1.7323)  0.1142
H (-2.4003, 3.1551, -0.6498)  0.1053
H (-1.1176, 2.1520, 0.8630)  0.0915
H (-1.9430, 1.2053, 4.3700)  0.1174
H (-3.2886, -0.9155, 4.2389)  0.1103
H (-3.2774, -2.3750, 2.3386)  0.0866
H (-2.6540, -1.7978, 0.1394)  0.0842
H (-4.5050, 1.0026, 0.2270)  0.0978
H (-6.6786, 1.9745, -0.4127)  0.0965
H (-7.1025, 2.6390, -2.7595)  0.0926
H (-5.3449, 2.2838, -4.4705)  0.0974
H (-3.1957, 1.2681, -3.8375)  0.0982
F (-0.3840, 0.8786, -3.8829)  0.0156
C (-0.0852, 1.7340, -2.8466)  -0.3325
C (0.5234, 1.3492, -1.5617)  -0.1388
C (1.4428, 3.3563, -0.2042)  -0.1316
F (1.3456, 2.9604, 1.0678)  0.1259
C (1.2376, 4.5963, -0.6212)  -0.1271
F (0.8753, 5.6330, 0.1414)  0.1110
C (1.2540, 4.6764, -2.1000)  -0.2752
F (1.9250, 5.7877, -2.5791)  0.0543
C (0.5115, 3.0457, -3.3523)  -0.2474
F (0.6755, 3.0230, -4.7224)  0.0619
O (2.6626, -1.1836, 0.7557)  -0.0370
C (1.9152, -0.7154, 1.6342)  -0.5597
N (2.1878, -0.5659, 2.9565)  0.1908
C (1.0047, -0.0756, 3.6880)  -0.2482
C (0.1723, 0.2108, 2.4635)  -0.1814
O (-1.0694, 0.8859, 2.4996)  -0.1138
N (0.6928, -0.2332, 1.2968)  0.1381
C (1.4106, 1.1435, 4.5165)  -0.1428
C (2.2790, 0.9631, 5.5932)  -0.0472
C (2.7482, 2.0453, 6.3163)  -0.0817
C (2.3484, 3.3320, 5.9772)  -0.0932
C (1.4918, 3.5197, 4.9072)  -0.0662
C (1.0305, 2.4326, 4.1750)  -0.0115
C (0.3896, -1.2059, 4.5389)  -0.1433
C (0.3039, -2.4823, 3.9904)  -0.0155
C (-0.3131, -3.5102, 4.6849)  -0.0758
C (-0.8614, -3.2766, 5.9377)  -0.0974
C (-0.7932, -2.0050, 6.4854)  -0.0848
C (-0.1749, -0.9773, 5.7895)  -0.0503
H (2.9730, -1.0108, 3.3988)  0.1629
H (2.5853, -0.0388, 5.8723)  0.1191
H (3.4297, 1.8867, 7.1426)  0.0998
H (2.7127, 4.1820, 6.5399)  0.0982
H (1.1877, 4.5185, 4.6210)  0.1061
H (0.3937, 2.6049, 3.3194)  0.1052
H (0.7005, -2.6766, 3.0011)  0.1215
H (-0.3741, -4.4934, 4.2360)  0.1027
H (-1.3476, -4.0783, 6.4789)  0.0964
H (-1.2265, -1.8081, 7.4583)  0.0991
H (-0.1460, 0.0143, 6.2194)  0.1139
C (3.4813, -3.7898, -0.3480)  -0.2321
Si (2.3471, -3.8490, -1.8415)  0.2371
C (3.5042, -3.7532, -3.3318)  -0.2282
C (1.5084, -5.5418, -1.7428)  -0.2369
As (0.6113, -2.2496, -1.8602)  0.8288
Si (0.1577, -2.3114, -4.1753)  0.2451
C (-1.5979, -1.7658, -4.5864)  -0.2348
C (1.4226, -1.3497, -5.1872)  -0.2075
C (0.1591, -4.1126, -4.7631)  -0.2403
H (4.1835, -4.6208, -0.4800)  0.0278
H (2.9439, -3.9443, 0.5890)  0.0221
H (4.0388, -2.8622, -0.2634)  0.0185
H (4.2632, -4.5377, -3.2506)  0.0253
H (4.0171, -2.7886, -3.3144)  0.0338
H (3.0209, -3.8541, -4.3023)  -0.0052
H (2.2713, -6.3262, -1.7629)  0.0251
H (0.7924, -5.7436, -2.5363)  -0.0005
H (0.9778, -5.6162, -0.7909)  0.0219
H (-1.7189, -0.6869, -4.6104)  -0.0081
H (-2.3240, -2.1672, -3.8766)  0.0230
H (-1.8320, -2.1672, -5.5775)  0.0245
H (1.5151, -0.3270, -4.8303)  0.0145
H (1.1076, -1.3201, -6.2353)  0.0301
H (2.4086, -1.8123, -5.1422)  0.0083
H (-0.6546, -4.6729, -4.2982)  0.0269
H (1.0815, -4.6714, -4.6226)  -0.0037
H (-0.0459, -4.0762, -5.8388)  0.0271

Properties
Total charge: -1
Energy relative to the best compared isomer or geometry (same formula, charge and spin) in eV: 10.591
Frontier orbital gap (spin up / spin down) in eV: 4.72 / 7.33
Energy in eV: -190357.1475
Multiplicity: 5